# 1
This record from OMol25 describes a cluster of 2 separate species, C3H11N4 in total. The level of theory is ωB97M-V/def2-TZVPD.

Calculated values
2S+1 ... 1
Energy relative to the best compared isomer or geometry (same formula, charge and spin) ... 95.5 kJ/mol
Gap between HOMO and LUMO ... 9.253 eV
Net charge ... +1
LUMO ... -3.463 eV

Positions of all 18 atoms, in Å:
N1 0.2610 -0.9924 -2.0889
C1 1.2280 -0.1508 -2.6567
N2 1.4801 1.0257 -2.1581
H1 -0.5015 -0.4158 -1.7378
H2 -0.1687 -1.6503 -2.7792
H3 1.8059 -0.6065 -3.4271
H4 2.1115 1.5410 -2.8534
C2 0.5848 1.4188 1.8445
N3 -1.8710 -1.3475 1.5919
C3 -0.9970 -0.3799 1.2650
N4 -0.5323 0.4973 2.0997
H5 0.4555 2.3828 2.3343
H6 0.6924 1.5266 0.7584
H7 1.4298 0.8576 2.2043
H8 -2.3636 -1.3948 2.4735
H9 -2.2955 -1.8931 0.8525
H10 -0.5809 -0.4093 0.2625
H11 -0.8440 0.4511 3.0825

***

# 2
This record from OMol25 describes a cluster of 6 separate species, C40H88N4O6S2 in total. The level of theory is ωB97M-V/def2-TZVPD.

Calculated values
2S+1 ... 1
Energy relative to the best compared isomer or geometry (same formula, charge and spin) ... 83.5 kJ/mol
Gap between HOMO and LUMO ... 8.289 eV
Net charge ... 0
LUMO ... 0.306 eV

Positions of all 140 atoms, in Å:
C1 41.3192 -4.9595 -15.7170
S1 41.0144 -5.0062 -17.5071
O1 42.3441 -4.8594 -18.2199
C2 40.9530 -6.8644 -17.6002
H1 42.2762 -5.4646 -15.5666
H2 40.6221 -5.5112 -15.0848
H3 41.3621 -3.9290 -15.3698
H4 40.4927 -7.1173 -18.5505
H5 40.2762 -7.2373 -16.8255
H6 41.9787 -7.1740 -17.4448
C3 30.6768 -12.7233 -16.6852
S2 32.0558 -12.0917 -15.7050
O2 31.4512 -11.7427 -14.3766
C4 32.9533 -13.6636 -15.4252
H7 29.8441 -12.0395 -16.5278
H8 30.3780 -13.7259 -16.3777
H9 30.8517 -12.7307 -17.7625
H10 33.8223 -13.4803 -14.8038
H11 33.2603 -13.9285 -16.4399
H12 32.2271 -14.3506 -14.9994
C5 32.3970 -15.0610 -7.6685
C6 33.5841 -15.4164 -8.6097
C7 33.2908 -14.8607 -10.0009
C8 33.8530 -13.4474 -10.1899
C9 35.3555 -13.4789 -9.9978
C10 35.9081 -14.5490 -8.9994
N1 34.8283 -14.9231 -8.0621
O3 35.2149 -15.5496 -6.8783
C11 36.5629 -15.6911 -9.7844
C12 37.0019 -13.9008 -8.1170
C13 33.5665 -16.9578 -8.7194
H13 32.6332 -15.2689 -6.6241
H14 31.4543 -15.5845 -7.8303
H15 32.2238 -13.9954 -7.8446
H16 33.7000 -15.4687 -10.8128
H17 32.2307 -14.8038 -10.2632
H18 33.3560 -12.6298 -9.6691
H19 33.5904 -13.3012 -11.2446
H20 35.7024 -12.5116 -9.6280
H21 35.8094 -13.6479 -10.9765
H22 35.9154 -16.0630 -10.5822
H23 37.4161 -15.2230 -10.2796
H24 36.8422 -16.5624 -9.1930
H25 37.8319 -13.4120 -8.6333
H26 36.5773 -13.0516 -7.5719
H27 37.3824 -14.6601 -7.4380
H28 34.5012 -17.3194 -9.1694
H29 32.7315 -17.3326 -9.3052
H30 33.6945 -17.4268 -7.7398
H31 35.0934 -14.8764 -6.1990
C14 37.3966 -4.8804 -15.9288
C15 35.9637 -4.3506 -15.9218
C16 35.3834 -4.5346 -14.5015
C17 34.0206 -3.9131 -14.3074
C18 34.1612 -2.4597 -14.7010
C19 34.7609 -2.1080 -16.0512
N2 35.9361 -2.9390 -16.2980
O4 36.6281 -2.6150 -17.4751
C20 33.7161 -2.2378 -17.1667
C21 35.1387 -0.6319 -15.8922
C22 35.1129 -5.2352 -16.8908
H32 37.3963 -5.9244 -15.6056
H33 37.9855 -4.2034 -15.3122
H34 37.8164 -4.9704 -16.9336
H35 35.3371 -5.6074 -14.2876
H36 36.1377 -4.1568 -13.8003
H37 33.6649 -4.0223 -13.2850
H38 33.3839 -4.4810 -14.9957
H39 34.7200 -2.0222 -13.8646
H40 33.2225 -1.8966 -14.6454
H41 32.9642 -1.4363 -17.0931
H42 34.1801 -2.0352 -18.1325
H43 33.0051 -3.0648 -17.1313
H44 35.9697 -0.5683 -15.1841
H45 35.5475 -0.1794 -16.8003
H46 34.3537 0.0212 -15.5161
H47 34.0944 -4.9011 -17.0740
H48 35.0723 -6.2572 -16.5101
H49 35.5626 -5.2742 -17.8892
H50 36.3042 -3.2463 -18.1418
C23 41.5300 -3.8696 -8.4518
C24 42.1892 -5.1352 -9.0723
C25 41.4293 -6.3680 -8.5816
C26 40.1549 -6.6450 -9.3268
C27 40.4391 -6.9246 -10.8038
C28 41.2744 -5.7893 -11.4643
N3 42.1629 -5.0858 -10.5357
O5 42.7382 -3.8933 -11.0428
C29 42.2561 -6.4565 -12.4563
C30 40.2988 -4.7990 -12.1318
C31 43.6505 -5.2632 -8.6741
H51 41.9586 -2.9993 -8.9501
H52 41.6206 -3.8017 -7.3696
H53 40.4701 -3.8477 -8.7148
H54 42.1349 -7.1961 -8.7258
H55 41.2935 -6.3112 -7.5001
H56 39.4391 -5.8292 -9.1952
H57 39.6262 -7.4996 -8.8943
H58 39.4651 -6.8723 -11.2965
H59 40.8779 -7.8757 -11.1010
H60 41.7464 -7.0438 -13.2335
H61 42.7256 -5.7176 -13.1168
H62 42.9923 -7.0781 -11.9562
H63 39.5289 -4.4261 -11.4547
H64 40.8413 -3.9038 -12.4491
H65 39.8264 -5.1507 -13.0524
H66 44.2957 -4.4685 -9.0582
H67 44.1741 -6.1780 -8.9559
H68 43.7451 -5.1463 -7.5870
H69 43.4388 -4.2846 -11.5813
C32 40.0504 -9.4824 -14.3399
C33 39.3594 -10.7682 -13.8439
C34 39.3427 -10.8771 -12.2964
C35 38.2098 -10.1852 -11.5348
C36 36.8815 -10.5227 -12.2072
C37 36.8210 -10.2677 -13.7355
N4 37.9853 -10.8997 -14.3368
O6 37.9229 -10.8158 -15.7563
C38 35.5135 -10.8365 -14.2252
C39 36.8532 -8.7376 -13.9687
C40 40.2192 -11.9453 -14.3252
H70 39.5491 -8.5581 -14.0535
H71 40.0633 -9.4580 -15.4336
H72 41.0979 -9.4800 -14.0368
H73 39.4026 -11.9403 -12.0730
H74 40.1711 -10.3461 -11.8115
H75 38.2590 -9.0956 -11.6174
H76 38.2177 -10.4657 -10.4829
H77 36.0500 -9.9439 -11.7941
H78 36.6473 -11.5797 -12.0505
H79 35.4874 -11.9124 -14.0077
H80 34.6299 -10.3349 -13.8340
H81 35.3220 -10.8958 -15.3027
H82 36.9960 -8.4588 -15.0136
H83 35.8900 -8.3305 -13.6417
H84 37.5856 -8.1837 -13.3788
H85 40.1503 -12.0627 -15.4080
H86 40.0599 -12.8582 -13.7490
H87 41.2926 -11.8094 -14.1518
H88 37.9483 -11.7406 -16.0275

***

# 3
This record from OMol25 describes a structure of composition C47H79N5O8S4. The level of theory is ωB97M-V/def2-TZVPD.

Calculated values
2S+1 ... 4
Expectation value of S² ... 3.763
Gap between HOMO and LUMO (alpha / beta) ... 7.496 / 6.922 eV
Net charge ... -1
LUMO (alpha / beta) ... 1.828 / 1.255 eV

Positions of all 143 atoms, in Å:
C1 1.9678 2.4533 5.1454
C2 2.7565 2.3608 3.7566
C3 3.3596 3.7969 3.4825
O1 3.8890 3.9317 2.1664
C4 2.8859 4.4385 1.2672
S1 3.6741 4.5853 -0.3877
O2 4.8487 5.4668 -0.1995
O3 4.2056 3.2628 -0.7981
N1 2.6961 5.3193 -1.5246
S2 1.1157 4.8033 -1.3924
O4 0.3974 5.2561 -0.1802
O5 0.3948 5.3627 -2.5644
C5 0.9604 2.9661 -1.4474
C6 0.3964 2.4269 -2.8096
C7 1.5734 2.2893 -3.8780
S3 2.6388 0.9141 -3.3084
C8 4.3629 1.2468 -3.8096
S4 4.6959 2.6542 -4.5954
N2 5.2982 0.1849 -3.4783
C9 5.4551 -0.7893 -4.5528
C10 5.4042 -2.2051 -4.1458
C11 5.5873 -3.3010 -5.0925
C12 5.8307 -2.9375 -6.4975
C13 5.8403 -1.5266 -6.9090
C14 5.6570 -0.4200 -5.9741
C15 6.5855 0.6807 -3.0043
C16 7.6323 1.2803 -3.8184
C17 8.9226 1.7480 -3.3064
C18 9.1966 1.5632 -1.8715
C19 8.1565 0.9565 -1.0222
C20 6.8582 0.5169 -1.5600
H1 2.5008 1.8686 5.9419
H2 1.9309 3.5256 5.4889
H3 0.9009 2.1184 5.0488
H4 3.5704 1.5922 3.7946
H5 2.0017 2.0799 2.9709
H6 4.1727 3.9906 4.2450
H7 2.5609 4.5731 3.6465
H8 2.5552 5.4310 1.6769
H9 2.0498 3.6920 1.2240
H10 1.9665 2.5482 -1.1752
H11 0.2543 2.6597 -0.6242
H12 -0.4502 3.0595 -3.1985
H13 -0.0675 1.4098 -2.6232
H14 1.0615 2.0814 -4.8623
H15 2.0864 3.2891 -3.9058
H16 5.2245 -2.4345 -3.0669
H17 5.5677 -4.3445 -4.7090
H18 6.0026 -3.7780 -7.2092
H19 5.9932 -1.2722 -7.9850
H20 5.6780 0.6612 -6.2314
H21 7.4682 1.4098 -4.9202
H22 9.6427 2.2231 -4.0141
H23 10.1879 1.8856 -1.4745
H24 8.3786 0.8051 0.0663
H25 6.0839 0.0285 -0.9137
C21 2.8483 -4.8508 4.3788
C22 2.6605 -3.3505 4.7345
C23 1.3057 -3.1230 5.4329
C24 0.1136 -3.1682 4.4873
C25 0.3148 -2.1844 3.3400
C26 1.6392 -2.4103 2.5916
N3 2.8213 -2.5091 3.5103
O6 3.1167 -1.2766 3.9076
C27 1.5037 -3.6888 1.7327
C28 1.8130 -1.2894 1.5459
C29 3.7570 -3.0930 5.7899
H26 2.1499 -5.4855 4.9294
H27 2.7301 -5.0788 3.3238
H28 3.8583 -5.1952 4.6150
H29 1.3076 -2.1473 5.9330
H30 1.1636 -3.8626 6.2267
H31 -0.0353 -4.1852 4.1113
H32 -0.7968 -2.9076 5.0347
H33 -0.5258 -2.2639 2.6452
H34 0.2819 -1.1651 3.7418
H35 2.4648 -3.9740 1.2974
H36 0.8111 -3.5282 0.9030
H37 1.1018 -4.5396 2.2838
H38 1.7895 -0.2931 1.9899
H39 1.0043 -1.3184 0.8118
H40 2.7548 -1.4021 1.0029
H41 4.7546 -3.1865 5.3535
H42 3.6789 -3.8241 6.5991
H43 3.6778 -2.1064 6.2495
C30 -2.2324 -3.9364 -2.2251
C31 -2.4946 -2.4390 -1.9050
C32 -3.8239 -2.2692 -1.1461
C33 -5.0558 -2.4155 -2.0272
C34 -4.9707 -1.4601 -3.2119
C35 -3.6733 -1.6310 -4.0198
N4 -2.4460 -1.6294 -3.1607
O7 -2.2083 -0.3696 -2.8133
C36 -3.7718 -2.9421 -4.8333
C37 -3.6196 -0.5364 -5.1045
C38 -1.3649 -2.0834 -0.9139
H44 -2.8628 -4.5933 -1.6211
H45 -2.3876 -4.2058 -3.2656
H46 -1.1928 -4.2118 -2.0304
H47 -3.8564 -1.2793 -0.6761
H48 -3.8833 -2.9889 -0.3244
H49 -5.1616 -3.4517 -2.3642
H50 -5.9520 -2.1905 -1.4422
H51 -5.8383 -1.6116 -3.8603
H52 -5.0452 -0.4319 -2.8390
H53 -2.8174 -3.1831 -5.3080
H54 -4.5126 -2.8501 -5.6312
H55 -4.0935 -3.7968 -4.2380
H56 -3.6823 0.4704 -4.6886
H57 -4.4598 -0.6372 -5.7953
H58 -2.6999 -0.6105 -5.6907
H59 -0.3853 -2.1318 -1.3975
H60 -1.3592 -2.7918 -0.0807
H61 -1.4811 -1.0887 -0.4796
C39 -4.8911 3.3178 2.0595
C40 -5.4899 2.1451 1.2355
C41 -6.7592 2.5978 0.4890
C42 -7.9792 2.7428 1.3878
C43 -8.2235 1.4489 2.1564
C44 -6.9886 0.9884 2.9494
N5 -5.7383 0.9666 2.1240
O8 -5.7919 -0.1122 1.3507
C45 -6.8206 1.9160 4.1748
C46 -7.2898 -0.3875 3.5768
C47 -4.4116 1.8749 0.1633
H62 -5.2918 4.2816 1.7379
H63 -5.0531 3.2412 3.1307
H64 -3.8045 3.3659 1.9568
H65 -7.0007 1.8760 -0.3004
H66 -6.5749 3.5462 -0.0232
H67 -7.8494 3.5872 2.0714
H68 -8.8569 2.9746 0.7776
H69 -9.0725 1.5858 2.8321
H70 -8.5229 0.6698 1.4457
H71 -5.8750 1.7233 4.6874
H72 -7.6192 1.7490 4.9017
H73 -6.8746 2.9754 3.9252
H74 -7.5684 -1.1361 2.8335
H75 -8.1283 -0.3180 4.2734
H76 -6.4272 -0.7605 4.1354
H77 -3.4904 1.4989 0.6154
H78 -4.1672 2.7991 -0.3657
H79 -4.7370 1.1574 -0.5927